{"formula": "C19H28N2O", "method": "ωB97M-V/def2-TZVPD", "smiles": "CC(=O)c1ccc(N2CCN(CC3CCCCC3)CC2)cc1", "multiplicity": 1, "charge": 0, "gap_ev": 8.5, "elements": ["C", "C", "O", "C", "C", "C", "C", "N", "C", "C", "N", "C", "C", "C", "C", "C", "C", "C", "C", "C", "C", "C", "H", "H", "H", "H", "H", "H", "H", "H", "H", "H", "H", "H", "H", "H", "H", "H", "H", "H", "H", "H", "H", "H", "H", "H", "H", "H", "H", "H"], "positions_angstrom": [[-5.47071, -1.49718, -0.94758], [-4.41329, -1.43210, 0.13629], [-4.45782, -2.14655, 1.01332], [-3.52796, -0.35986, 0.11034], [-3.46594, 0.46271, -1.01874], [-2.59465, 1.54336, -0.75752], [-1.70711, 1.58132, 0.41492], [-0.72613, 2.75716, 0.17106], [0.11126, 2.93422, 1.33861], [1.32888, 2.17628, 1.35200], [1.44922, 1.69423, -0.15717], [2.80727, 0.86104, -0.36145], [2.43365, -0.63370, 0.30666], [1.12584, -1.25064, -0.49421], [0.81240, -2.57208, 0.24873], [2.10318, -3.45203, -0.21333], [3.34234, -2.95507, 0.48114], [3.63850, -1.40988, -0.42860], [1.46114, 2.58412, -1.01298], [-0.02765, 3.28111, -0.87790], [-1.87293, 0.82454, 1.50706], [-2.78440, -0.27898, 1.23492], [-4.83586, -1.75677, -1.92322], [-6.15348, -2.25961, -1.00454], [-6.24912, -0.52329, -1.03761], [-4.09310, 0.52229, -1.65790], [-2.36910, 2.31381, -1.59992], [-0.35132, 2.69953, 2.34806], [0.56904, 3.87795, 1.58374], [2.26743, 2.53310, 1.74694], [1.11454, 1.19819, 2.01349], [2.90024, 0.73189, -1.54897], [3.61534, 1.17782, 0.44317], [2.41658, -0.47598, 1.31776], [0.31075, -0.73194, -0.15590], [1.21974, -1.31584, -1.48916], [-0.02075, -3.08568, -0.46991], [0.83460, -2.61581, 1.19852], [1.97445, -4.61492, 0.18208], [2.20618, -3.51761, -1.40707], [4.28417, -3.47781, -0.01128], [3.26546, -3.04034, 1.50975], [4.64746, -1.16217, 0.23451], [3.76714, -1.77317, -1.27516], [2.11348, 3.43307, -0.49384], [1.71615, 2.45934, -1.83224], [-0.54709, 2.73489, -1.90830], [-0.19875, 4.25285, -0.85951], [-1.16699, 0.82475, 2.03820], [-2.80225, -1.12054, 2.01272]]}

{"formula": "C19H28N2O3", "method": "ωB97M-V/def2-TZVPD", "smiles": "CC(C)OCCCNC(=O)[C@H]1CC(=O)N(CCc2ccccc2)C1", "multiplicity": 1, "charge": 0, "gap_ev": 9.5, "elements": ["C", "C", "C", "O", "C", "C", "C", "N", "C", "O", "C", "C", "C", "O", "N", "C", "C", "C", "C", "C", "C", "C", "C", "C", "H", "H", "H", "H", "H", "H", "H", "H", "H", "H", "H", "H", "H", "H", "H", "H", "H", "H", "H", "H", "H", "H", "H", "H", "H", "H", "H", "H"], "positions_angstrom": [[-6.67491, -1.77242, 0.28056], [-6.08364, -0.51003, -0.35152], [-7.07097, 0.65043, -0.27489], [-4.90427, -0.07843, 0.30582], [-3.76334, -0.87437, 0.08826], [-2.54050, -0.10452, 0.57551], [-2.32167, 1.16488, -0.24993], [-1.15014, 1.88723, 0.19116], [0.01236, 1.86676, -0.48985], [0.12214, 1.39965, -1.60377], [1.17456, 2.53153, 0.25995], [1.48019, 1.81589, 1.58187], [2.73570, 0.99369, 1.30670], [3.22193, 0.16878, 2.04740], [3.22783, 1.37646, 0.11482], [4.36653, 0.74774, -0.50020], [3.95193, -0.30864, -1.53920], [3.14321, -1.39152, -0.88173], [1.75700, -1.38134, -0.95255], [1.01591, -2.35156, -0.30065], [1.65009, -3.33872, 0.43206], [3.03241, -3.35537, 0.50586], [3.77272, -2.38853, -0.14788], [2.47318, 2.40999, -0.54987], [-6.84752, -1.60518, 1.34102], [-7.61967, -2.01437, -0.19806], [-6.00370, -2.61976, 0.16396], [-5.84437, -0.71869, -1.40950], [-7.98552, 0.40208, -0.80537], [-6.63212, 1.54014, -0.71784], [-7.30524, 0.86145, 0.76481], [-3.83887, -1.82510, 0.63642], [-3.66190, -1.10329, -0.98425], [-1.65973, -0.74456, 0.50440], [-2.69545, 0.16327, 1.62245], [-3.20248, 1.80630, -0.16953], [-2.15496, 0.90872, -1.29832], [-1.16759, 2.25755, 1.12838], [0.90341, 3.57804, 0.42004], [0.68587, 1.14784, 1.91428], [1.69515, 2.51667, 2.39056], [4.92795, 0.26471, 0.30401], [4.98870, 1.51724, -0.96868], [3.36734, 0.16587, -2.32909], [4.85882, -0.72577, -1.98111], [1.25284, -0.61104, -1.51760], [-0.06351, -2.33710, -0.36811], [1.07008, -4.09237, 0.94511], [3.53384, -4.12236, 1.07791], [4.85169, -2.40418, -0.08524], [2.24429, 2.12596, -1.58197], [3.04204, 3.34832, -0.55785]]}

{"formula": "C19H28N2O3S2", "method": "ωB97M-V/def2-TZVPD", "smiles": "Cc1c(C(=O)NCCCN2CCOCC2)oc2c1C1(CCC2)SCCS1", "multiplicity": 1, "charge": 0, "gap_ev": 8.9, "elements": ["C", "C", "C", "C", "O", "N", "C", "C", "C", "N", "C", "C", "O", "C", "C", "O", "C", "C", "C", "C", "C", "C", "S", "C", "C", "S", "H", "H", "H", "H", "H", "H", "H", "H", "H", "H", "H", "H", "H", "H", "H", "H", "H", "H", "H", "H", "H", "H", "H", "H", "H", "H", "H", "H"], "positions_angstrom": [[0.63870, 3.02816, 1.41762], [0.72272, 1.97064, 0.38152], [0.78078, 0.61098, 0.57972], [0.76796, -0.17139, 1.82212], [0.65512, 0.33115, 2.92668], [0.91589, -1.50464, 1.62600], [0.86728, -2.45685, 2.70697], [-0.43335, -3.26414, 2.71909], [-0.57424, -4.15073, 1.48045], [-1.55209, -5.20502, 1.68444], [-1.44931, -6.24904, 0.67870], [-2.42822, -7.37201, 1.02036], [-3.75304, -6.90038, 1.07310], [-3.86546, -5.87029, 2.02636], [-2.91888, -4.71093, 1.71632], [0.87365, -0.04173, -0.62133], [0.87277, 0.89808, -1.57784], [0.77496, 2.14896, -1.03117], [0.77118, 3.38093, -1.85520], [0.58131, 3.02973, -3.33139], [1.45199, 1.84471, -3.74401], [0.99817, 0.57411, -3.02243], [2.36931, 4.27075, -1.59972], [1.66112, 5.93237, -1.79660], [0.42270, 5.97833, -0.93386], [-0.60318, 4.53451, -1.36304], [1.47703, 3.71591, 1.31021], [0.66386, 2.57458, 2.40325], [-0.28687, 3.59094, 1.30226], [0.96373, -1.85149, 0.68194], [1.72692, -3.13118, 2.63254], [0.94688, -1.87425, 3.62800], [-0.44140, -3.90531, 3.60100], [-1.26993, -2.56864, 2.79097], [0.38634, -4.64010, 1.29148], [-0.82366, -3.53632, 0.59607], [-0.43116, -6.64462, 0.67954], [-1.67997, -5.86408, -0.33150], [-2.40785, -8.14877, 0.25393], [-2.14784, -7.80628, 1.99185], [-4.90450, -5.53792, 1.99819], [-3.63225, -6.26301, 3.02754], [-3.01159, -3.95761, 2.49851], [-3.20327, -4.25820, 0.74863], [0.82007, 3.90167, -3.94302], [-0.47239, 2.78628, -3.49024], [1.39255, 1.70291, -4.82347], [2.49013, 2.06091, -3.48184], [1.71170, -0.23937, -3.16732], [0.03114, 0.24323, -3.41546], [2.41553, 6.64662, -1.47110], [1.42552, 6.09695, -2.84915], [-0.18070, 6.86492, -1.12355], [0.67681, 5.92200, 0.12528]]}

{"formula": "C19H28N2O4S", "method": "ωB97M-V/def2-TZVPD", "smiles": "COc1ccc(S(=O)(=O)NC[C@H]2CCCN(C(=O)C3CCCC3)C2)cc1", "multiplicity": 1, "charge": 0, "gap_ev": 8.7, "elements": ["C", "O", "C", "C", "C", "C", "S", "O", "O", "N", "C", "C", "C", "C", "C", "N", "C", "O", "C", "C", "C", "C", "C", "C", "C", "C", "H", "H", "H", "H", "H", "H", "H", "H", "H", "H", "H", "H", "H", "H", "H", "H", "H", "H", "H", "H", "H", "H", "H", "H", "H", "H", "H", "H"], "positions_angstrom": [[-4.16797, 5.97527, -1.19117], [-4.19778, 4.67256, -1.76738], [-2.84860, 4.01254, -1.70890], [-1.63513, 4.52937, -1.27444], [-0.41519, 3.78904, -0.99650], [-0.27713, 2.56750, -1.47184], [0.94989, 1.37668, -1.46045], [2.14465, 2.37992, -1.08212], [1.17647, 0.85229, -2.60668], [0.46817, 0.33169, -0.45738], [0.70338, 0.91160, 0.98591], [-0.49378, 0.03435, 1.97253], [-1.79303, 0.08231, 1.72318], [-2.14150, -0.94559, 0.36900], [-1.58814, -2.33925, 0.93891], [-0.27420, -2.26449, 1.11512], [0.70320, -2.80672, 0.30678], [0.01459, -3.62565, -0.93456], [2.07492, -2.61902, 0.37349], [2.81279, -2.91777, -0.84328], [4.24090, -3.62435, -0.46117], [4.02973, -3.87697, 1.04703], [2.60307, -3.76005, 1.35969], [0.10274, -1.54490, 2.33600], [-1.64083, 1.88653, -2.25712], [-2.79084, 2.59056, -2.27344], [-4.07819, 6.05316, -0.21015], [-3.67044, 6.67817, -1.83641], [-5.13512, 6.31534, -1.43915], [-1.79092, 5.47920, -0.64008], [0.29336, 4.16171, -0.56751], [0.99028, -0.50443, -0.45279], [1.70372, 0.77882, 1.45263], [0.31805, 1.74278, 1.14971], [-0.34239, 0.44679, 2.92439], [-2.35697, -0.09181, 2.42438], [-2.02804, 1.27294, 1.25345], [-1.67415, -0.64496, -0.47520], [-3.25596, -0.74953, 0.19617], [-2.05310, -2.74126, 1.63376], [-1.64624, -2.91426, -0.15973], [2.51108, -1.62210, 0.71565], [2.47324, -3.41482, -1.53381], [3.22381, -1.93762, -1.29065], [5.05074, -3.28362, -0.96079], [4.23644, -4.57789, -0.71453], [4.60246, -4.80712, 1.28686], [4.46542, -2.99317, 1.63220], [2.52307, -3.56089, 2.29657], [2.24928, -4.72766, 1.02399], [-0.36961, -1.70424, 3.09286], [1.26955, -1.52649, 2.66461], [-1.62853, 0.87278, -2.47830], [-3.64121, 2.33273, -2.72937]]}

HOMO energy / Ha: -0.2874; -0.3205; -0.3073; -0.3094
LUMO / eV: 0.706; 0.736; 0.586; 0.232
E_tot / Ha: -924.88600; -1076.07515; -1872.41887; -1548.72793